{"formula": "C26H33CuNO5SSb", "method": "wB97M-V/def2-TZVPD", "multiplicity": 2, "fmax_ev_per_a": 0.17, "s_squared": 0.75, "lumo_ev": [-1.98, -3.52], "orbital_gap_ev": [9.6, 8.0], "homo_energy_ev": [-11.6, -11.5], "e_tot_ev": -101231.699, "total_charge": 1, "species": ["C", "H", "C", "C", "C", "C", "H", "H", "H", "C", "C", "C", "C", "H", "C", "H", "H", "H", "Cu", "H", "O", "C", "H", "C", "O", "H", "O", "O", "N", "H", "H", "C", "H", "H", "H", "H", "H", "H", "H", "C", "H", "H", "H", "S", "H", "Sb", "C", "C", "H", "C", "H", "C", "H", "C", "H", "C", "O", "H", "H", "C", "C", "H", "C", "H", "C", "H", "C", "C"], "positions_angstrom": [[0.4037, -5.8466, 0.3509], [-2.3966, -2.0592, 4.2186], [0.4358, 2.5307, -2.4435], [-0.1126, -1.1735, -3.4294], [-3.4273, 0.2828, 1.9968], [0.2912, 4.2407, 0.7921], [-4.0131, -0.2002, 4.0027], [-3.1320, -0.8405, -1.8977], [-0.8944, 1.1868, 2.3938], [2.3128, 1.2729, 3.0718], [-1.0615, -1.1623, -2.4091], [0.4597, -4.4612, 0.3295], [-1.4106, -5.8030, -1.2300], [4.6155, 3.1370, 1.3565], [-1.6160, -1.8081, 2.2392], [1.8457, 1.0511, -2.6369], [-4.1388, 1.0923, 1.8983], [-2.6192, 0.5859, 0.0382], [1.5184, 1.2312, -0.0377], [-3.7930, -0.2939, -4.1977], [3.3301, 1.5902, 0.8549], [-2.3880, -0.8558, -2.6839], [-0.9275, -2.6398, 2.3370], [-0.4951, -0.8640, -4.7266], [1.4437, 3.4696, 0.4553], [-0.0580, 2.3880, 3.4171], [-0.2989, 1.2317, -0.5410], [1.1277, 1.0637, 2.3402], [1.7470, 1.9338, -2.1439], [-0.5722, -7.5964, -0.4108], [0.4867, 3.6067, -2.2747], [-2.4486, -1.4866, 3.3019], [0.3767, 5.2467, 0.3759], [4.0109, 3.0884, -0.3063], [0.2365, -0.8810, -5.5240], [4.4224, 1.2605, 2.5855], [2.4517, 3.9680, 2.1832], [2.4920, 2.5359, -2.4726], [0.9190, -1.4354, -3.2152], [-1.6778, -1.0666, 1.0635], [1.2108, -3.9459, 0.9176], [3.4926, -0.1049, 1.9283], [-2.1176, -0.3035, -6.0125], [1.8350, -1.0965, -0.1909], [2.3524, 2.3003, 3.4523], [-0.3851, -1.6462, -0.4874], [-1.8199, -0.5462, -5.0010], [-0.6720, 1.9927, -1.5403], [1.0945, -6.4044, 0.9690], [2.6185, 3.9214, 1.1030], [2.3675, 0.6010, 3.9366], [-2.7629, -0.5452, -3.9844], [0.1830, 4.3078, 1.8776], [-2.5848, -0.0183, 0.9354], [-2.0466, -3.8670, -1.8889], [-0.4281, -3.7457, -0.4691], [-1.8272, 2.2796, -1.7666], [0.1184, 2.3789, -3.4761], [-2.1339, -6.3252, -1.8419], [-1.3607, -4.4160, -1.2538], [-0.0578, 1.3499, 3.0688], [-0.1477, 0.6843, 3.9310], [3.7332, 2.9607, 0.7392], [2.8866, 4.9275, 0.7621], [3.4705, 0.9611, 2.1444], [-0.5769, 3.7382, 0.3739], [-0.5323, -6.5154, -0.4268], [-3.3552, -0.4433, 3.1786]], "atomic_forces_ev_per_a": [[-0.0244, -0.0299, -0.0200], [0.0000, -0.0007, 0.0009], [-0.0014, 0.0290, 0.0138], [0.0092, 0.0103, 0.0157], [-0.0207, -0.0145, -0.0005], [-0.0101, -0.0138, 0.0097], [-0.0005, 0.0009, 0.0004], [-0.0037, 0.0042, 0.0198], [0.0587, 0.0392, 0.0472], [0.0030, -0.0024, -0.0093], [0.0336, 0.0589, -0.0229], [0.0387, 0.0247, -0.0071], [-0.0142, 0.0218, -0.0115], [-0.0001, 0.0055, -0.0001], [0.0170, -0.0237, 0.0060], [0.0195, -0.0114, 0.0166], [-0.0019, 0.0007, 0.0004], [0.0060, -0.0080, -0.0294], [0.0667, 0.0265, 0.0206], [0.0001, -0.0010, -0.0051], [-0.0302, -0.0231, -0.0010], [-0.0058, 0.0318, 0.0316], [0.0100, -0.0104, -0.0155], [-0.0239, -0.0029, 0.0080], [0.0081, 0.0349, -0.0392], [0.0086, 0.0047, 0.0090], [0.0347, 0.0072, 0.0379], [-0.0271, 0.0429, -0.0154], [-0.0183, -0.0362, -0.0267], [-0.0015, -0.0008, -0.0023], [0.0101, 0.0033, -0.0035], [-0.0088, 0.0083, -0.0048], [0.0023, -0.0007, 0.0022], [-0.0042, -0.0033, -0.0029], [-0.0007, 0.0004, 0.0032], [-0.0009, 0.0079, 0.0008], [-0.0039, -0.0106, 0.0004], [0.0031, 0.0016, 0.0091], [-0.0071, 0.0172, 0.0021], [-0.1058, -0.0167, -0.0742], [-0.0181, 0.0242, -0.0019], [-0.0028, 0.0054, 0.0003], [0.0002, 0.0035, 0.0018], [-0.0141, -0.0134, -0.0515], [-0.0015, 0.0009, 0.0046], [0.0436, 0.0149, -0.0169], [0.0124, -0.0071, 0.0100], [-0.0933, -0.1281, -0.0626], [0.0012, -0.0008, -0.0011], [0.0064, -0.0150, 0.0028], [0.0011, -0.0064, -0.0034], [0.0015, -0.0024, 0.0033], [-0.0023, -0.0064, 0.0008], [-0.0333, -0.0030, -0.0348], [0.0003, 0.0020, -0.0136], [0.0496, -0.0297, 0.0787], [0.0271, -0.0104, 0.0219], [-0.0021, 0.0013, 0.0111], [0.0014, -0.0020, 0.0000], [-0.0363, -0.0029, 0.0299], [0.0176, 0.0017, 0.0368], [-0.0011, 0.0004, -0.0048], [0.0035, 0.0089, 0.0049], [0.0036, 0.0011, 0.0065], [0.0059, -0.0138, 0.0015], [0.0010, 0.0018, -0.0031], [0.0213, 0.0033, 0.0191], [-0.0071, 0.0001, -0.0040]], "lowdin_charge": [-0.07, 0.11, -0.13, -0.13, -0.07, -0.03, 0.11, 0.11, 0.07, -0.18, -0.36, -0.14, -0.07, 0.14, -0.12, 0.08, 0.11, 0.09, 0.37, 0.11, -0.23, -0.11, 0.10, -0.07, -0.24, 0.10, -0.21, -0.24, 0.02, 0.11, 0.13, -0.08, 0.11, 0.13, 0.11, 0.14, 0.12, 0.10, 0.09, -0.34, 0.08, 0.11, 0.11, 0.27, 0.12, 1.39, -0.06, -0.63, 0.11, -0.17, 0.15, -0.06, 0.10, -0.13, 0.10, -0.36, 0.08, 0.13, 0.11, -0.11, -0.05, 0.10, -0.12, 0.15, -0.13, 0.09, -0.07, -0.07]}